Run a
Here is the molecule C7H13N5 from OMol25. Energies are from ωB97M-V/def2-TZVPD.

HOMO ... -7.847 eV
Total charge ... 0
Orbital gap ... 8.75 eV

Each line ends with the natural charge from an NBO analysis.
Cartesian coordinates (Å):
C (-1.73385, -1.13867, 0.17568)  0.708
C (-0.94321, 1.06857, 0.15824)  0.596
C (2.51164, -0.97951, -0.09198)  -0.408
C (2.49177, 0.53454, -0.28561)  -0.409
C (1.08541, -1.52027, -0.26692)  -0.248
C (1.48442, 1.13847, 0.69691)  -0.209
C (-3.29553, 0.62752, -0.37609)  -0.400
N (-2.33317, -2.20608, 0.12722)  -0.727
N (-1.23140, 2.29020, -0.04291)  -0.795
N (-1.97988, 0.12686, -0.03005)  -0.477
N (0.24047, -0.91059, 0.73775)  -0.339
N (0.20485, 0.47778, 0.56643)  -0.321
H (3.18427, -1.45789, -0.80508)  0.213
H (2.84921, -1.20998, 0.92011)  0.205
H (3.47789, 0.96374, -0.10295)  0.213
H (2.19724, 0.77317, -1.31096)  0.202
H (0.74961, -1.31084, -1.29617)  0.165
H (1.06022, -2.59904, -0.10140)  0.203
H (1.84372, 0.98374, 1.72218)  0.199
H (1.35551, 2.20850, 0.52545)  0.208
H (-3.20057, 1.30671, -1.22150)  0.232
H (-3.93836, -0.21340, -0.62166)  0.222
H (-3.70473, 1.18455, 0.46765)  0.216
H (-1.89804, -3.08394, 0.34443)  0.399
H (-0.47748, 2.94585, 0.11125)  0.351

***

Run b
Here is a cluster of 2 separate species, C7H13N5 in total from OMol25. Energies are from ωB97M-V/def2-TZVPD.

SMILES ... C1=C[C@@H]2N[C@@H]2C1.[H]/N=C(N)/C=N/N
HOMO ... -8.544 eV
Total charge ... 0
Orbital gap ... 9.17 eV

Each line ends with the natural charge from an NBO analysis.
Cartesian coordinates (Å):
C (3.23504, -1.07239, -0.18296)  -0.461
C (2.00901, -1.06850, 0.63382)  -0.182
C (1.74070, 0.24208, 0.93811)  -0.183
C (2.96022, 1.08471, 0.74202)  -0.126
C (3.93300, 0.20245, 0.08833)  -0.091
C (-2.83066, 0.01895, -0.58107)  -0.099
C (-4.09481, 0.19491, 0.24230)  0.387
H (2.92244, -1.10335, -1.24457)  0.229
H (3.92157, -1.89556, 0.00822)  0.206
H (1.38200, -1.93075, 0.77662)  0.208
H (0.76737, 0.70023, 1.16360)  0.228
H (3.22687, 1.87877, 1.47502)  0.209
H (4.17028, 2.04472, -0.65589)  0.349
H (4.97776, 0.12212, 0.30951)  0.204
H (-0.02378, -1.34824, -0.57735)  0.373
H (-0.93805, -0.97981, -1.91564)  0.358
H (-2.72157, 0.87979, -1.24278)  0.171
H (-5.28604, 0.68567, -1.32675)  0.375
H (-5.96544, 0.78329, 0.14374)  0.372
H (-5.04223, -0.14709, 1.86566)  0.319
N (3.41932, 1.36035, -0.65208)  -0.589
N (-0.72366, -0.70703, -0.95581)  -0.629
N (-1.79962, -0.59975, -0.11977)  -0.146
N (-5.09758, 0.93937, -0.35226)  -0.817
N (-4.14216, -0.28497, 1.41998)  -0.665

***

Which structure is the least stable? The one labeled run b.

***

Run a
Here is the molecule C4H7FS from OMol25. Energies are from ωB97M-V/def2-TZVPD.

SMILES ... FCC[C@@H]1CS1
HOMO ... -8.824 eV
Total charge ... 0
Orbital gap ... 9.74 eV

Each line ends with the natural charge from an NBO analysis.
Cartesian coordinates (Å):
C (1.67139, -0.39310, -0.62497)  0.069
C (0.18713, -0.80553, -0.39408)  -0.473
C (-0.48528, 0.11573, 0.56852)  -0.190
C (-1.79678, 0.75968, 0.76252)  -0.523
H (1.58878, 0.78844, -0.83574)  0.159
H (2.47210, -0.50149, 0.19235)  0.171
H (-0.29373, -0.70139, -1.35505)  0.228
H (0.12315, -1.83802, -0.04308)  0.227
H (-0.01582, 0.12217, 1.52953)  0.208
H (-2.21863, 0.90416, 1.73342)  0.226
H (-2.62010, 0.53075, -0.00614)  0.219
F (2.10530, -1.00636, -1.73055)  -0.355
S (-0.71750, 2.02496, 0.20327)  0.034

***

Run b
Here is the molecule C4H7FS from OMol25. Energies are from ωB97M-V/def2-TZVPD.

SMILES ... C[C@H](F)CC=S
HOMO ... -8.973 eV
Total charge ... 0
Orbital gap ... 8.50 eV

Each line ends with the natural charge from an NBO analysis.
Cartesian coordinates (Å):
C (0.74932, 1.28968, -0.09689)  -0.644
C (0.85767, -0.17024, 0.15576)  0.220
C (-0.27957, -0.93335, -0.37409)  -0.513
C (-1.54076, -0.61068, 0.45145)  -0.245
H (1.66313, 1.77353, 0.18916)  0.228
H (0.49881, 1.41061, -1.11388)  0.214
H (-0.04767, 1.75634, 0.48067)  0.224
H (0.94195, -0.43051, 1.25048)  0.147
H (-0.45559, -0.60533, -1.38098)  0.219
H (-0.11084, -2.00416, -0.43364)  0.242
H (-1.49307, -0.87891, 1.51805)  0.199
F (2.04214, -0.64342, -0.34870)  -0.364
S (-2.82554, 0.04643, -0.29739)  0.073

***

Run c
Here is the molecule C4H7FS from OMol25. Energies are from ωB97M-V/def2-TZVPD.

SMILES ... C/C(=C\F)CS
HOMO ... -9.258 eV
Total charge ... 0
Orbital gap ... 10.04 eV

Each line ends with the natural charge from an NBO analysis.
Cartesian coordinates (Å):
C (0.61723, 1.53196, 0.27806)  -0.653
C (0.44954, 0.01245, 0.22239)  -0.110
C (-0.77099, -0.72610, 0.61769)  -0.511
C (1.52410, -0.71826, -0.00130)  0.241
H (-0.31494, 1.99799, 0.61771)  0.224
H (1.38405, 1.71846, 1.03512)  0.229
H (0.94731, 2.02396, -0.69512)  0.236
H (-0.99277, -0.67624, 1.66047)  0.210
H (-0.58674, -1.78701, 0.57853)  0.227
H (-2.98564, -1.01051, -0.28015)  0.137
H (1.57878, -1.79645, 0.09824)  0.156
F (2.67989, -0.23900, -0.43970)  -0.331
S (-2.12928, 0.06753, -0.35991)  -0.055

***

Which structure is the least stable? The one labeled run a.

***

Run a
Here is the molecule C7H12Si from OMol25. Energies are from ωB97M-V/def2-TZVPD.

SMILES ... CC#C[SiH]1CCCC1
HOMO ... -9.356 eV
Total charge ... 0
Orbital gap ... 10.30 eV

Each line ends with the natural charge from an NBO analysis.
Cartesian coordinates (Å):
C (2.56138, -0.02666, 0.04313)  0.039
C (1.56970, -0.08760, 0.71314)  -0.481
C (-2.14476, -0.49489, -0.58708)  -0.394
C (-1.69580, 0.99261, -0.60124)  -0.410
C (-1.05012, -1.38940, 0.01322)  -0.840
C (-1.32164, 1.24216, 0.86350)  -0.852
C (3.85369, -0.07067, -0.57958)  -0.712
Si (-0.22404, -0.24838, 1.30092)  1.307
H (-3.10125, -0.62327, 0.07490)  0.197
H (-2.42550, -0.89318, -1.64962)  0.208
H (-0.89097, 1.19469, -1.31082)  0.203
H (-2.54223, 1.54169, -0.98933)  0.210
H (-1.37899, -2.27644, 0.50819)  0.233
H (-0.27184, -1.64907, -0.69233)  0.237
H (-0.92735, 2.21709, 0.88751)  0.238
H (-2.35412, 1.33749, 1.33301)  0.239
H (4.31292, 0.90375, -0.56650)  0.235
H (4.49854, -0.67816, 0.12943)  0.254
H (3.63317, -0.22576, -1.61392)  0.247
H (-0.10077, -0.76600, 2.72345)  -0.158

***

Run b
Here is a cluster of 2 separate species, C7H12Si in total from OMol25. Energies are from ωB97M-V/def2-TZVPD.

SMILES ... C1=[SiH]CCC1.C#CC
HOMO ... -8.025 eV
Total charge ... 0
Orbital gap ... 8.42 eV

Each line ends with the natural charge from an NBO analysis.
Cartesian coordinates (Å):
C (-3.30279, -0.58326, -0.33957)  0.013
C (-2.35727, -1.01386, -0.97551)  -0.276
C (1.55311, 1.24632, -0.00665)  -0.393
C (2.52810, 0.47629, -1.00695)  -0.420
C (1.52944, 0.39175, 1.27775)  -0.898
C (2.32009, -1.06229, -1.03648)  -0.864
C (-4.36460, 0.04759, 0.50292)  -0.674
Si (1.77319, -1.33915, 0.58093)  1.197
H (1.95698, 2.16868, 0.08241)  0.200
H (0.69320, 1.34331, -0.56579)  0.206
H (2.46578, 1.03514, -2.04024)  0.199
H (3.48406, 0.77104, -0.66914)  0.182
H (2.42042, 0.51672, 2.01695)  0.239
H (0.55152, 0.70410, 1.73377)  0.252
H (-1.51121, -1.25933, -1.53572)  0.238
H (3.08271, -1.48365, -1.65596)  0.236
H (-3.99975, 0.88811, 1.13814)  0.237
H (-5.05400, 0.41064, -0.13589)  0.227
H (-4.84302, -0.76000, 1.18627)  0.235
H (1.07403, -2.49816, 1.44875)  -0.136

***

Which structure is the least stable? The one labeled run b.

***

Run a
Here is the molecule C7H12Si from OMol25. Energies are from ωB97M-V/def2-TZVPD.

HOMO (alpha / beta) ... -7.394 / -8.314 eV
Total charge ... 0
Orbital gap (alpha / beta) ... 7.27 / 8.25 eV

Each line ends with the natural charge from an NBO analysis.
Cartesian coordinates (Å):
C (0.98354, 0.21823, -0.31110)  -0.324
C (-1.86917, 1.26936, -0.02623)  -0.463
C (2.10645, 0.40807, 0.04933)  -0.138
C (3.31974, 0.31444, -0.16340)  -0.419
C (-1.25264, -2.03611, -0.64727)  -1.099
C (-1.22604, 2.07345, -1.09729)  -0.702
C (-0.07999, -0.77559, 1.75697)  -1.131
Si (-0.77813, -0.38424, 0.15111)  1.524
H (-2.28059, 1.68440, 0.91821)  0.198
H (3.37205, -0.16555, -1.13612)  0.203
H (4.30285, 0.43443, 0.36853)  0.214
H (-0.21717, -2.62014, -0.63737)  0.254
H (-1.91139, -2.58702, 0.04018)  0.244
H (-1.72659, -1.80085, -1.58367)  0.241
H (-1.62933, 3.03626, -1.25024)  0.217
H (-0.15830, 2.29792, -0.75391)  0.247
H (-1.06419, 1.53133, -2.03702)  0.220
H (0.80126, -0.40850, 2.11977)  0.250
H (-0.85337, -0.60624, 2.49981)  0.227
H (0.16102, -1.88365, 1.73972)  0.237

***

Run b
Here is the molecule C7H12Si from OMol25. Energies are from ωB97M-V/def2-TZVPD.

SMILES ... C[SiH](C)C1=CC=CC1
HOMO ... -8.059 eV
Total charge ... 0
Orbital gap ... 8.44 eV

Each line ends with the natural charge from an NBO analysis.
Cartesian coordinates (Å):
C (2.69070, -0.64803, 0.63122)  -0.262
C (1.33183, -0.94372, 0.68895)  -0.206
C (2.97139, 0.45852, -0.12836)  -0.173
C (0.61787, 0.10968, -0.11635)  -0.423
C (1.63087, 1.08594, -0.57519)  -0.509
C (-2.12950, -1.62492, -0.67185)  -1.096
C (-2.13166, 1.16231, 0.85810)  -1.070
Si (-1.24033, 0.06174, -0.46190)  1.357
H (3.30992, -1.38296, 1.13799)  0.217
H (1.00743, -1.79457, 1.23917)  0.215
H (3.77977, 1.16081, -0.17058)  0.211
H (1.63984, 2.22481, -0.18763)  0.262
H (1.52235, 1.22815, -1.60799)  0.256
H (-1.54901, -2.40474, -0.09466)  0.242
H (-3.18876, -1.40439, -0.47152)  0.249
H (-1.80725, -1.89797, -1.68786)  0.246
H (-1.79246, 0.78170, 1.90828)  0.230
H (-2.04959, 2.21502, 0.84380)  0.238
H (-3.14962, 0.90654, 0.78334)  0.221
H (-1.46379, 0.70607, -1.91695)  -0.204

***

Which structure is the least stable? The one labeled run a.